DFT (wB97M-V/def2-TZVPD) results for C5H10N2 in the gas phase at a distorted geometry.

```
17
Properties=species:S:1:pos:R:3:nbo_charge:R:1
C 1.2096 -1.2229 0.1887 -0.22
C -2.1596 0.9551 0.0033 -0.68
C -1.1571 -0.1713 0.0501 0.26
C 0.2677 0.1569 0.0954 -0.06
N 2.5929 -1.0109 -0.0425 -0.83
C 0.7687 1.3638 -0.1498 -0.39
N -1.4642 -1.4058 0.0955 -0.62
H -2.4587 -1.5950 -0.0155 0.34
H 2.9759 -0.3011 0.5719 0.35
H 2.7831 -0.7505 -1.0031 0.36
H 0.8451 -2.0022 -0.4786 0.22
H 1.0312 -1.5227 1.2211 0.20
H -2.0344 1.5317 -0.9132 0.22
H -2.0131 1.6255 0.8490 0.23
H -3.1770 0.5652 0.0291 0.22
H 0.1661 2.2079 -0.4525 0.20
H 1.8237 1.5762 -0.0489 0.20
```

Multiplicity: 1
Relative energy (zero: lowest compared OMol25 entry of this formula, charge and spin) in kcal per mole: 27.8
HOMO-LUMO gap in eV: 9.7